No. 1
Density functional theory data (ωB97M-V with the def2-TZVPD basis set) for a 20-piece molecular cluster, H41O20 overall in a non-equilibrium geometry.

Geometry as XYZ:
```
61
H41O20 ωB97M-V with the def2-TZVPD basis set
O -1.733 0.215 -0.743
H -1.761 1.116 -0.682
O -0.368 -2.071 -1.204
H -0.912 -1.299 -0.780
H -0.449 -1.939 -2.174
O -0.413 -1.239 -3.767
H -0.854 -1.618 -4.525
H -0.949 -0.448 -3.602
O -1.381 2.936 -2.006
H -0.412 2.759 -2.078
H -1.390 3.495 -1.260
O 0.233 0.185 2.451
H 1.497 2.749 3.451
H -0.102 -0.632 2.735
O 2.169 2.810 2.801
H 1.994 3.591 1.475
H 2.336 1.915 2.503
O 1.420 4.100 0.710
H 0.457 3.806 1.224
H 1.268 3.419 -0.104
O 2.207 -1.860 -0.481
H 2.354 -2.663 0.106
H 1.343 -2.135 -0.917
O 1.066 0.395 0.124
H 1.788 -0.300 0.082
H 0.676 0.168 1.568
O 2.221 0.135 -2.489
H 1.441 -0.182 -2.812
H 2.911 -0.187 -3.058
O -3.467 -2.483 -0.506
H -2.583 -2.444 -0.838
H -3.555 -3.499 -0.515
O -1.368 -4.321 -0.107
H -0.893 -5.099 0.031
H -0.924 -3.549 -0.378
O -0.607 4.214 2.074
H -0.613 4.915 2.754
H -0.796 3.394 2.562
O -2.585 0.149 -3.628
H -3.057 0.335 -4.481
H -2.782 0.963 -3.141
O 3.507 2.535 -2.757
H 2.964 1.712 -2.790
H 4.353 2.327 -2.440
O -0.042 -3.957 3.523
H 0.093 -4.114 4.461
H -0.948 -3.916 3.354
O 2.731 -4.125 1.801
H 3.076 -4.902 1.365
H 1.963 -4.160 2.265
O 1.218 2.575 -1.274
H 1.179 1.635 -0.972
H 2.039 2.775 -1.747
O -1.236 2.206 3.609
H -1.325 1.893 4.528
H -1.286 1.468 3.059
O -2.738 -1.147 1.473
H -3.216 -1.792 1.039
H -3.396 -0.458 1.730
H -2.662 -0.182 -0.553
H 0.299 -0.168 -0.049
```

Summary:
2S+1: 1
net charge: +1

***

No. 2
Density functional theory data (ωB97M-V with the def2-TZVPD basis set) for a 21-piece molecular cluster, H42O21 overall in a non-equilibrium geometry.

Geometry as XYZ:
```
63
H42O21 ωB97M-V with the def2-TZVPD basis set
O 0.690 4.388 0.319
H 1.679 4.440 0.492
H 0.670 3.752 0.958
O -1.206 -0.604 0.833
H -1.506 -0.595 1.788
H -2.008 -1.008 0.477
O 3.342 -1.747 -0.757
H 2.712 -1.403 -0.172
H 3.430 -2.077 -1.649
O 4.296 0.091 2.683
H 4.147 -0.345 3.526
H 5.096 -0.178 2.274
O 0.849 -3.609 -1.692
H -0.070 -3.673 -1.446
H 0.930 -2.856 -2.304
O -1.124 -1.990 -2.397
H -0.555 -1.328 -2.033
H -1.716 -2.372 -1.727
O 0.319 0.809 -5.625
H -0.425 0.664 -4.955
H 0.786 1.542 -5.079
O 0.295 -2.188 3.881
H -0.202 -2.503 4.625
H 0.641 -2.825 3.337
O 1.873 2.623 1.962
H 2.624 2.419 2.462
H 2.313 2.285 1.194
O -0.115 1.052 3.181
H 0.350 1.707 2.790
H 0.425 0.288 3.347
O -2.067 3.873 2.730
H -2.235 4.270 1.851
H -2.191 2.886 2.589
O 0.326 3.477 3.668
H -0.496 3.761 3.373
H 0.084 2.647 3.928
O 0.976 -1.603 -0.252
H 0.459 -1.752 0.584
H 1.548 -2.260 -0.580
O -2.089 0.148 -3.651
H -1.688 -0.664 -3.354
H -3.054 0.099 -3.447
O -3.097 -1.437 2.467
H -3.860 -0.838 2.566
H -2.770 -1.559 3.307
O 0.814 3.897 -2.093
H 1.699 4.342 -1.718
H 0.959 3.041 -1.796
O -0.694 -3.599 0.114
H -0.761 -4.513 -0.122
H -0.755 -3.678 1.094
O -3.626 -2.359 -0.456
H -3.693 -1.691 -1.054
H -3.635 -2.152 0.451
O 1.002 -2.542 -3.955
H 0.693 -1.611 -4.072
H 0.444 -3.212 -3.961
O 1.832 0.886 -0.772
H 1.351 0.010 -0.479
H 2.364 0.306 -1.277
O -2.444 2.271 -2.040
H -1.770 1.592 -1.978
H -2.167 3.205 -1.961
```

Summary:
2S+1: 1
net charge: 0

***

No. 3
Density functional theory data (ωB97M-V with the def2-TZVPD basis set) for a 21-piece molecular cluster, H42O21 overall in a non-equilibrium geometry.

Geometry as XYZ:
```
63
H42O21 ωB97M-V with the def2-TZVPD basis set
O 0.372 1.655 -3.393
H 1.191 1.520 -2.843
H 0.285 2.596 -3.639
O -1.118 -2.073 -1.169
H -0.890 -2.975 -1.277
H -0.312 -1.678 -0.829
O -2.086 0.683 -4.160
H -1.274 0.884 -4.534
H -1.750 0.060 -3.489
O -0.885 -2.026 1.838
H -1.534 -2.791 2.029
H -0.715 -2.204 0.976
O 1.095 -4.334 -2.352
H 1.467 -4.281 -1.521
H 2.095 -4.060 -2.822
O -2.812 -1.137 4.465
H -2.160 -1.578 4.927
H -2.402 -0.833 3.704
O -4.883 2.601 -1.282
H -4.893 1.781 -0.705
H -4.039 2.407 -1.749
O 3.826 -0.627 -2.600
H 4.397 -0.536 -3.375
H 3.342 0.257 -2.683
O 1.178 -3.256 0.119
H 1.586 -3.947 0.610
H 1.047 -2.491 0.908
O -3.660 -1.538 0.356
H -3.452 -0.816 0.839
H -3.311 -1.150 -0.460
O -0.184 1.288 4.548
H 0.044 0.722 3.784
H -0.696 0.728 5.073
O 3.436 3.198 -0.130
H 2.908 4.104 -0.103
H 3.436 2.916 0.805
O -0.176 -1.435 -3.417
H -0.311 -2.191 -3.783
H 0.614 -1.514 -2.899
O -4.124 0.903 1.884
H -3.625 1.238 2.799
H -4.608 0.160 2.427
O 0.746 3.112 2.481
H 0.009 2.729 1.740
H 0.365 2.944 3.375
O -3.268 -1.893 -4.073
H -2.736 -1.913 -3.246
H -2.785 -1.294 -4.617
O 1.476 0.353 1.556
H 2.369 -0.132 1.602
H 1.812 1.243 1.591
O 1.248 -1.513 3.345
H 0.238 -1.747 3.397
H 1.370 -1.165 2.419
O 2.140 1.140 -1.370
H 2.492 0.350 -0.851
H 2.810 1.784 -1.124
O 4.478 0.782 2.222
H 4.932 1.588 2.215
H 5.148 0.393 1.480
O 0.325 4.597 0.315
H 0.272 4.237 1.071
H 0.142 4.178 -0.402
```

Summary:
2S+1: 1
net charge: 0

***

Calculated Kohn-Sham gap (hartree), listed in the same order as above: 0.412; 0.322; 0.354